No. 1
This record from the Open Molecules 2025 dataset describes the molecule C7H5IN2. The level of theory is ωB97M-V/def2-TZVPD.

F_max = 2.00 eV/Å
relative energy (zero: lowest compared OMol25 entry of this formula, charge and spin) = 0.00 kJ/mol
net charge = 0
total energy = -18417.388 eV
frontier orbital gap (alpha / beta) = 0.2559 / 0.3017 Eh
lowest unoccupied orbital energy (alpha / beta) = -0.809 / -1.509 eV
HOMO level (alpha / beta) = -0.2856 / -0.3572 Eh

XYZ file:
```
15
Properties=species:S:1:pos:R:3:forces:R:3:lowdin_charge:R:1
C -1.0708 0.2470 -0.2417 -0.02 -0.02 -0.33 -0.03
C -0.8818 1.6126 -0.4237 -0.25 -0.45 0.13 -0.13
C 1.3180 1.4364 0.0931 0.64 -0.78 0.12 -0.13
C 0.0219 -0.5820 -0.0705 0.76 0.13 -0.04 -0.16
C 1.3265 0.0029 0.0486 -0.99 0.90 0.07 -0.30
C -0.2354 -2.0506 -0.0266 -1.20 1.46 0.66 -0.26
C 2.4840 -0.7288 0.1889 0.70 -0.64 -0.08 -0.56
N 0.2910 2.1767 -0.1831 -0.22 1.07 -0.16 0.07
N 0.4143 -3.0239 -0.3757 0.97 -0.83 -0.34 0.20
I 4.3983 0.0413 -0.0282 -0.40 -0.17 0.14 0.88
H -2.0664 -0.1657 -0.3180 -0.05 -0.12 -0.06 0.11
H -1.6803 2.2622 -0.7539 -0.12 0.00 0.13 0.11
H 2.2119 1.9573 0.4097 0.18 -0.03 -0.15 0.07
H -1.2371 -2.1885 0.4116 -0.14 -0.52 -0.05 0.12
H 2.4376 -1.7994 0.3272 0.15 0.00 -0.04 0.02
```
Forces are in eV/Å.

No. 2
This record from the Open Molecules 2025 dataset describes a structure of composition C41H47ClN7OSW. The level of theory is ωB97M-V/def2-TZVPD.

F_max = 4.87 eV/Å
relative energy (zero: lowest compared OMol25 entry of this formula, charge and spin) = 117.36 kJ/mol
net charge = +1
spin multiplicity = 3
total energy = -80931.524 eV
frontier orbital gap (alpha / beta) = 0.2016 / 0.1975 Eh
lowest unoccupied orbital energy (alpha / beta) = -3.935 / -4.043 eV
HOMO level (alpha / beta) = -0.3462 / -0.3461 Eh

XYZ file:
```
99
Properties=species:S:1:pos:R:3:forces:R:3:lowdin_charge:R:1
W -1.3485 -0.6721 -0.0660 -1.29 1.97 4.26 1.48
C 1.6347 -2.4810 2.5891 0.67 -1.08 -0.03 -0.03
C 1.4054 -3.8558 2.3416 -1.38 0.60 0.00 0.00
C 0.3082 -4.1902 1.5281 1.29 -1.32 -0.32 0.00
C -0.2512 -3.2602 0.6863 -0.40 2.04 0.92 -0.20
N -0.0111 -1.8888 0.9339 1.33 -2.79 -0.54 -0.10
C 0.9725 -1.5566 1.8095 -0.77 -0.40 -0.13 -0.17
C -1.1855 -3.5242 -0.3965 -0.30 -0.48 -1.04 -0.20
C -1.3539 -4.8112 -0.9490 0.04 0.32 0.28 -0.02
C -2.3499 -5.0122 -1.8827 -0.21 -0.66 -0.69 -0.08
C -3.0322 -3.9500 -2.4618 -1.72 0.74 0.35 -0.07
C -2.9052 -2.6737 -1.9073 1.06 0.59 -0.42 -0.10
C -1.9172 -2.4212 -0.9279 -0.77 -2.24 0.46 -0.30
H 2.3231 -2.1731 3.3869 -0.08 0.00 -0.75 0.13
H 1.9838 -4.6874 2.7513 -0.19 0.59 0.38 0.12
H -0.0016 -5.2459 1.4292 0.35 0.69 -0.04 0.13
H 1.2182 -0.5122 1.8136 -0.02 0.27 0.48 0.05
H -0.6883 -5.6446 -0.7332 -0.29 0.11 0.49 0.12
H -2.6538 -6.0247 -2.1730 0.60 0.35 -0.13 0.12
H -3.8182 -4.1214 -3.2342 0.82 0.02 0.67 0.12
H -3.4611 -1.7803 -2.2693 0.25 -1.06 0.03 0.08
C -2.5414 -2.9960 4.8547 -0.59 0.24 -0.25 -0.09
N -2.1758 -1.6127 4.9904 -1.08 0.08 0.65 -0.29
C -1.8046 -1.2816 6.3395 0.42 -0.25 -0.26 -0.10
C -1.9884 -0.7088 3.8982 1.48 1.41 -0.25 -0.21
C -3.1494 -0.5972 2.9061 0.72 0.54 0.95 -0.26
C -4.3244 -0.1046 3.4933 -1.77 0.48 -1.40 -0.04
C -5.5400 -0.1958 2.7866 1.28 -1.82 -1.34 -0.05
C -5.5002 -0.9766 1.5755 -0.05 0.72 0.69 -0.09
C -4.2987 -1.3023 0.9491 -0.37 1.85 2.48 -0.15
C -3.0744 -0.9344 1.5476 0.47 -1.37 -1.24 -0.17
H -2.9926 -3.1712 3.8516 0.26 -0.16 0.80 0.10
H -3.1947 -3.3477 5.6948 -0.15 0.62 -0.83 0.09
H -1.6740 -3.6002 5.0386 0.88 -0.83 -0.50 0.06
H -0.8295 -1.7597 6.6404 -0.88 0.09 0.10 0.09
H -2.6411 -1.5189 7.0187 0.53 -0.28 0.05 0.09
H -1.6515 -0.2276 6.4264 0.15 0.82 0.02 0.06
H -1.0603 -0.9129 3.3253 -0.19 -0.21 0.00 0.06
H -1.7538 0.3076 4.3521 -0.50 -1.03 -0.43 0.13
H -4.3274 0.5147 4.3923 0.35 -0.69 0.13 0.12
H -6.4848 0.1702 3.1445 -0.09 0.17 0.25 0.09
H -6.3840 -1.3094 1.0400 -0.30 0.32 0.35 0.09
H -4.3940 -1.7650 0.0255 0.25 -0.79 -1.66 0.04
C -4.3982 0.8939 -2.0645 0.38 -0.65 -0.75 -0.02
C -3.5289 1.6426 -1.0905 0.98 -1.49 0.90 -0.28
C -3.7940 2.9620 -0.9528 -1.06 1.46 -0.77 -0.03
C -2.9893 3.7920 -0.1931 0.93 -0.76 1.45 -0.05
N -1.9249 3.2974 0.4989 -1.69 -0.35 -0.28 0.09
C -1.8153 1.9570 0.5053 0.43 0.58 -1.14 -0.76
S -0.5507 1.1928 1.4415 -0.57 -0.10 -0.69 0.70
N -2.5019 1.0868 -0.3258 -1.42 2.07 -0.84 -0.10
H -4.9497 1.5879 -2.7144 0.32 -0.01 0.36 0.09
H -5.1589 0.2601 -1.6115 0.20 -0.09 0.41 0.09
H -3.8182 0.2575 -2.7568 -0.05 0.16 0.40 0.07
H -4.6510 3.3150 -1.5510 0.63 0.27 0.65 0.13
H -3.2434 4.8351 0.0000 0.36 -0.12 -0.45 0.13
C 5.0304 -1.4922 -2.6448 2.24 -0.46 1.64 -0.05
C 4.5935 -0.3212 -1.7219 0.69 -1.40 0.05 -0.51
C 3.7132 -0.8397 -0.5649 -0.60 -1.60 -1.10 -0.02
C 5.9474 0.1304 -1.1435 -1.05 0.73 1.04 -0.03
C 3.8911 0.7002 -2.5999 0.72 0.37 -2.28 -0.40
O 4.8962 1.0971 -3.6239 -1.47 0.03 -0.11 -0.03
C 3.4731 1.8869 -1.7777 -2.85 0.44 0.48 -0.12
C 3.1767 3.2591 -2.4447 1.92 1.61 0.88 -0.12
C 2.6875 4.4074 -1.4854 1.98 0.13 0.61 -0.19
C 1.5032 4.2626 -0.7336 -0.03 -0.60 -0.86 -0.06
C 1.0469 5.2845 0.0552 0.21 1.69 0.87 -0.10
C 1.7553 6.5265 0.1488 -1.50 -2.15 -0.19 -0.69
Cl 0.9894 7.8431 0.9550 0.15 0.12 0.15 0.69
C 2.9627 6.6218 -0.4444 1.87 -0.33 -1.67 -0.12
C 3.5151 5.5736 -1.2440 -1.98 -1.27 0.33 0.00
C 2.7417 -0.0202 -3.4747 0.30 1.03 -0.01 0.00
N 1.3861 0.0952 -2.9409 -2.24 -1.49 0.85 -0.05
C 0.6333 -0.8793 -2.3394 0.94 3.31 -0.26 -0.03
N -0.5089 -0.3340 -1.9009 0.25 0.32 -2.64 -0.10
C -0.5273 0.9018 -2.4976 -0.16 1.28 -0.11 -0.17
N 0.6003 1.2280 -3.0457 0.85 -0.65 -0.75 0.16
H 5.7383 -2.1282 -2.0314 -1.17 0.16 -0.52 0.11
H 5.7339 -1.1125 -3.3747 -0.27 0.21 -0.50 0.09
H 4.2972 -2.1069 -3.1250 -0.40 -0.41 0.05 0.06
H 2.9363 -0.2021 -0.2433 -0.65 1.26 0.45 0.05
H 4.2171 -1.2027 0.3253 0.52 0.17 -0.10 0.09
H 3.1469 -1.7209 -0.9262 0.21 0.08 0.07 0.08
H 6.2316 -0.6730 -0.4682 0.40 0.03 -0.06 0.09
H 5.9304 1.0582 -0.5296 -0.07 -0.49 -0.55 0.10
H 6.6277 0.2170 -1.9519 0.91 0.31 -0.47 0.08
H 4.4165 1.4724 -4.4096 0.74 -0.35 1.28 0.12
H 4.1146 1.9629 -0.9010 0.03 0.30 -0.18 0.12
H 2.4626 1.5570 -1.3983 0.90 0.46 0.29 0.10
H 2.4068 3.1839 -3.1974 0.04 -0.25 -0.55 0.09
H 4.1534 3.6912 -2.8555 -1.39 -0.83 0.02 0.13
H 0.9098 3.3206 -0.8338 0.51 0.88 0.19 0.10
H 0.1635 5.2335 0.6772 -0.22 -0.40 -0.26 0.08
H 3.5052 7.5459 -0.4384 0.26 0.37 0.35 0.10
H 4.5501 5.6584 -1.6291 -0.95 -0.02 0.01 0.12
H 2.9665 -1.0810 -3.6477 -0.31 0.54 0.34 0.12
H 2.7224 0.4317 -4.4771 -0.10 0.04 0.38 0.14
H 0.9103 -1.8722 -2.2303 0.62 -1.58 0.44 0.13
H -1.4070 1.5722 -2.6102 0.91 -0.67 0.64 0.14
```
Forces are in eV/Å.

No. 3
This record from the Open Molecules 2025 dataset describes the molecule C19H28N8O2. The level of theory is ωB97M-V/def2-TZVPD.

F_max = 0.75 eV/Å
relative energy (zero: lowest compared OMol25 entry of this formula, charge and spin) = 102.92 kJ/mol
net charge = 0
total energy = -36173.273 eV
frontier orbital gap = 0.3570 Eh
SMILES = Cc1cncc(C(=O)N[C@@H](C)CCNC(=O)[C@@H]2CCCN2Cc2nnn(C)n2)c1
lowest unoccupied orbital energy = 0.661 eV
HOMO level = -0.3327 Eh

XYZ file:
```
57
Properties=species:S:1:pos:R:3:forces:R:3:lowdin_charge:R:1
C -4.2861 2.9413 -0.5323 0.00 0.00 0.00 -0.05
C -3.8268 2.5533 0.8449 0.00 0.00 0.00 -0.26
C -4.3266 3.1771 1.9806 0.01 0.01 0.00 -0.12
N -3.9700 2.8690 3.2275 0.01 0.00 0.00 0.07
C -3.0760 1.8997 3.3865 -0.01 -0.01 0.00 -0.10
C -2.4966 1.2107 2.3236 0.01 0.01 0.00 -0.11
C -1.5065 0.1297 2.6531 -0.02 -0.02 -0.02 -0.44
O -1.4266 -0.3065 3.7883 0.01 0.00 0.00 0.06
N -0.7554 -0.3520 1.6223 0.01 0.04 0.02 0.12
C 0.2611 -1.3658 1.9077 0.00 0.00 0.00 -0.36
C -0.3907 -2.6884 2.2981 0.00 0.01 -0.01 -0.05
C 1.1859 -1.5967 0.7148 0.01 -0.01 0.00 -0.15
C 1.9048 -0.3707 0.1495 0.34 0.12 -0.11 -0.17
N 1.2804 0.1169 -1.1180 -0.59 -0.23 -0.04 0.06
C 0.8295 1.4627 -1.1058 0.47 0.19 0.56 -0.40
O -0.2251 1.7902 -0.6047 -0.23 -0.08 -0.41 0.08
C 1.7940 2.4697 -1.7059 0.00 0.00 0.01 -0.23
C 2.2270 2.0887 -3.1329 0.00 0.00 0.00 -0.12
C 3.6330 1.5107 -2.9572 0.00 0.01 0.00 -0.16
C 4.1719 2.3317 -1.7991 0.00 -0.01 0.00 -0.18
N 3.0252 2.4348 -0.9020 -0.01 0.00 0.00 -0.11
C 3.1418 3.4960 0.0845 0.00 0.00 0.00 -0.12
C 1.9641 3.5193 0.9976 0.01 -0.01 0.01 -0.36
N 1.7044 2.5851 1.9341 0.02 0.01 0.01 0.09
N 0.5568 2.9087 2.4618 -0.03 -0.03 -0.05 0.09
N 0.1623 3.9968 1.8475 0.01 0.03 0.04 -0.22
C -1.0786 4.6731 2.1650 0.00 0.01 0.00 0.01
N 1.0038 4.4258 0.9294 -0.02 -0.01 -0.01 0.18
C -2.8903 1.5446 1.0383 0.00 -0.01 0.01 0.02
H -5.0016 2.2161 -0.9247 0.01 0.00 0.00 0.08
H -4.7737 3.9160 -0.5250 0.00 0.00 0.00 0.08
H -3.4443 2.9829 -1.2243 0.00 0.00 0.00 0.08
H -5.0570 3.9750 1.8777 0.00 0.00 0.00 0.11
H -2.7875 1.6435 4.3983 0.00 0.01 0.00 0.12
H -0.6195 0.2692 0.8343 0.00 -0.01 -0.02 0.09
H 0.8632 -1.0074 2.7504 -0.01 0.00 0.00 0.15
H 0.3782 -3.4309 2.5186 0.00 0.00 0.01 0.08
H -1.0196 -2.5684 3.1755 0.00 0.00 0.00 0.07
H -1.0008 -3.0598 1.4714 0.00 0.00 0.00 0.08
H 1.9355 -2.3144 1.0533 -0.01 -0.01 -0.01 0.12
H 0.6343 -2.1066 -0.0844 -0.01 0.00 0.00 0.12
H 1.9258 0.4306 0.8890 -0.01 0.00 0.01 0.09
H 2.9421 -0.6235 -0.0716 0.00 0.02 0.01 0.11
H 0.4448 -0.4428 -1.2632 -0.01 0.01 0.01 0.11
H 1.3091 3.4502 -1.6745 0.00 0.00 0.00 0.14
H 1.5366 1.3886 -3.6021 0.00 0.00 0.00 0.11
H 2.2613 2.9897 -3.7469 0.00 0.00 0.00 0.11
H 3.5720 0.4607 -2.6716 0.00 0.00 0.00 0.10
H 4.2410 1.5986 -3.8565 0.00 0.00 0.00 0.11
H 5.0136 1.8636 -1.2857 0.00 0.00 0.00 0.12
H 4.4972 3.3253 -2.1497 0.00 0.00 0.00 0.12
H 4.0466 3.3211 0.6691 0.00 0.00 -0.01 0.13
H 3.2260 4.4867 -0.3874 0.00 0.00 0.00 0.13
H -1.6504 4.8047 1.2504 0.00 -0.01 0.00 0.09
H -1.6250 4.0480 2.8633 0.00 0.00 0.00 0.07
H -0.8617 5.6402 2.6129 0.00 0.00 -0.01 0.09
H -2.4780 1.0301 0.1804 0.00 0.00 -0.01 0.11
```
Forces are in eV/Å.

No. 4
This record from the Open Molecules 2025 dataset describes a structure of composition ClTi. The level of theory is ωB97M-V/def2-TZVPD.

F_max = 2.10 eV/Å
relative energy (zero: lowest compared OMol25 entry of this formula, charge and spin) = 38.18 kJ/mol
net charge = 0
spin multiplicity = 4
total energy = -35634.865 eV
frontier orbital gap (alpha / beta) = 0.2396 / 0.3259 Eh
lowest unoccupied orbital energy (alpha / beta) = -1.071 / -0.803 eV
HOMO level (alpha / beta) = -0.2789 / -0.3554 Eh

XYZ file:
```
2
Properties=species:S:1:pos:R:3:forces:R:3:lowdin_charge:R:1
Ti -0.9234 0.6801 -0.6147 1.49 -1.10 0.99 0.46
Cl 0.9234 -0.6801 0.6146 -1.49 1.10 -0.99 -0.46
```
Forces are in eV/Å.